{"formula": "C20H48BBr2Ca2F8LiNO7P3", "method": "ωB97M-V/def2-TZVPD", "largest_force_ev_per_a": 6.632, "charge": 2, "lumo_ha": -0.3149, "gap_ha": 0.096, "e_tot_ha": -9730.09448, "homo_energy_ev": -11.170, "symbols": ["C", "C", "O", "B", "O", "P", "C", "F", "C", "C", "P", "C", "C", "H", "H", "H", "H", "H", "H", "H", "H", "H", "H", "H", "H", "H", "H", "H", "H", "H", "H", "H", "Br", "Ca", "C", "C", "O", "C", "O", "O", "F", "H", "H", "H", "O", "H", "F", "P", "F", "F", "F", "F", "F", "Li", "C", "C", "C", "C", "C", "C", "H", "H", "H", "H", "H", "H", "H", "H", "H", "H", "H", "H", "H", "H", "C", "C", "C", "O", "C", "N", "H", "H", "H", "H", "H", "H", "H", "H", "H", "H", "H", "Br", "Ca"], "xyz": [[-4.441, -0.661, -2.106], [-2.899, -0.370, -2.353], [-2.430, 0.802, -1.612], [-1.596, 0.350, -0.581], [-2.167, -0.425, 0.461], [0.269, 0.825, -0.624], [0.573, 1.998, 0.861], [-0.585, 1.935, 1.671], [1.876, 1.664, 1.720], [1.694, 0.595, 2.885], [1.651, -0.809, -0.330], [2.836, -0.998, -1.773], [0.809, -2.433, 0.178], [-4.883, -0.992, -3.092], [-5.011, 0.273, -1.809], [-4.514, -1.470, -1.323], [-2.216, -1.227, -2.075], [-2.733, -0.156, -3.448], [-1.474, -0.845, 0.998], [0.498, 1.504, -1.869], [0.589, 3.052, 0.392], [2.767, 1.414, 1.053], [2.164, 2.637, 2.236], [0.701, 0.682, 3.444], [2.575, 0.715, 3.595], [1.745, -0.501, 2.521], [3.792, -1.439, -1.345], [3.129, 0.061, -2.184], [2.513, -1.711, -2.598], [0.898, -2.511, 1.331], [1.382, -3.325, -0.233], [-0.278, -2.527, -0.104], [4.441, 1.577, -1.950], [1.596, -2.147, 2.713], [4.739, 0.675, 7.110], [3.373, 0.756, 6.507], [3.273, -0.467, 5.793], [4.060, -1.355, 6.470], [4.007, -2.536, 6.314], [4.894, -0.729, 7.331], [3.286, 1.784, 5.623], [5.522, 1.024, 6.431], [4.815, 1.230, 8.045], [2.560, 0.825, 7.234], [-1.076, 2.601, 4.718], [-0.777, 2.082, 3.975], [-2.289, -2.757, -4.680], [-2.694, -4.034, -3.751], [-4.125, -3.376, -4.141], [-1.292, -3.772, -2.943], [-1.812, -4.928, -4.775], [-3.472, -5.453, -3.759], [-3.157, -3.892, -2.196], [1.380, 0.062, -3.206], [-9.634, -1.320, -7.802], [-9.938, -1.933, -6.442], [-9.065, -1.376, -5.317], [-7.563, -1.635, -5.469], [-7.164, -3.106, -5.588], [-7.518, -3.930, -4.358], [-8.613, -1.538, -8.124], [-10.311, -1.724, -8.558], [-9.765, -0.235, -7.779], [-9.841, -3.021, -6.498], [-10.986, -1.732, -6.196], [-9.409, -1.789, -4.364], [-9.223, -0.293, -5.248], [-7.049, -1.197, -4.604], [-7.186, -1.096, -6.345], [-6.081, -3.159, -5.740], [-7.619, -3.556, -6.476], [-7.037, -3.522, -3.465], [-7.178, -4.960, -4.484], [-8.597, -3.957, -4.187], [9.249, 3.687, 6.030], [8.665, 2.706, 5.018], [8.619, 3.257, 3.580], [7.565, 4.184, 3.338], [7.852, 5.519, 3.733], [7.334, 2.285, 5.479], [8.556, 4.491, 6.281], [9.491, 3.172, 6.961], [10.170, 4.136, 5.651], [9.317, 1.826, 5.011], [8.427, 2.415, 2.905], [9.585, 3.680, 3.282], [8.904, 5.774, 3.585], [7.566, 5.677, 4.774], [7.245, 6.189, 3.120], [6.987, 1.563, 4.849], [6.700, 3.068, 5.321], [-0.392, 4.090, -1.045], [3.457, 4.080, -1.575]], "lowdin_charge": [-0.028, -0.198, -0.011, -0.720, 0.161, 0.905, -0.529, -0.040, -0.209, -0.128, 0.754, -0.458, -0.297, 0.081, 0.103, 0.094, 0.099, 0.136, 0.064, -0.041, -0.131, 0.079, 0.144, 0.101, 0.093, -0.133, 0.077, -0.205, 0.069, -0.148, 0.106, 0.089, 0.007, 1.511, -0.041, -0.299, 0.073, -0.548, 0.164, 0.109, 0.067, 0.111, 0.159, 0.189, -0.325, -0.199, -0.206, 0.260, -0.182, -0.245, -0.178, -0.169, -0.201, 0.753, -0.114, -0.271, -0.231, -0.231, -0.270, -0.109, 0.065, 0.071, 0.074, 0.100, 0.105, 0.100, 0.107, 0.093, 0.099, 0.090, 0.101, 0.069, 0.075, 0.066, -0.060, -0.419, -0.203, -0.214, -0.100, 0.030, 0.068, 0.084, 0.086, 0.140, 0.115, 0.124, 0.097, 0.078, 0.083, 0.064, 0.074, 0.023, 1.254]}

---

{"formula": "C20H48INOP3Yb", "method": "ωB97M-V/def2-TZVPD", "largest_force_ev_per_a": 3.082, "multiplicity": 2, "charge": 2, "lumo_ha": [-0.2218, -0.2219], "gap_ha": [0.199, 0.207], "e_tot_ha": -3400.67947, "homo_energy_ev": [-11.444, -11.660], "symbols": ["C", "I", "H", "H", "H", "Yb", "P", "C", "C", "H", "H", "H", "H", "H", "H", "C", "H", "H", "H", "P", "C", "C", "H", "H", "H", "C", "H", "H", "H", "H", "H", "H", "C", "O", "C", "C", "C", "C", "P", "N", "C", "C", "C", "C", "C", "C", "C", "C", "H", "H", "H", "H", "H", "H", "H", "H", "H", "H", "H", "H", "H", "H", "H", "H", "H", "H", "H", "H", "H", "H", "H", "H", "H", "H", "H"], "xyz": [[-1.488, 0.644, -1.349], [-2.034, 2.255, 0.852], [-1.846, 1.671, -1.514], [-1.032, 0.301, -2.286], [-0.702, 0.566, -0.584], [1.023, -1.360, 2.483], [-2.878, -0.434, -0.914], [-2.832, -1.861, -1.997], [-2.850, -1.016, 0.781], [-3.807, -0.759, 1.254], [-5.217, -0.108, -0.679], [-2.070, -0.502, 1.364], [-4.358, 1.460, -0.790], [-1.803, -2.241, -2.091], [-2.726, -2.109, 0.838], [-4.415, 0.440, -1.193], [-3.482, -2.649, -1.593], [-4.625, 0.477, -2.269], [-3.198, -1.574, -2.994], [1.780, 0.825, 0.882], [3.496, 0.365, 0.427], [1.584, 2.297, -0.171], [1.152, 1.841, 3.015], [2.642, 2.546, 2.319], [2.734, 0.979, 3.174], [2.107, 1.607, 2.516], [0.620, 2.783, 0.053], [2.415, 2.995, 0.010], [4.013, 1.260, 0.053], [3.467, -0.382, -0.380], [1.586, 1.987, -1.226], [4.063, -0.043, 1.276], [0.919, -2.195, -0.490], [0.841, -1.873, -1.626], [-0.757, -3.146, 3.094], [-0.320, -4.508, 2.472], [-0.112, -5.554, 3.582], [-1.445, -4.982, 1.535], [1.277, -4.312, 1.532], [1.004, -2.594, 0.668], [2.751, -3.981, 2.647], [3.367, -5.347, 3.025], [3.781, -3.121, 1.881], [2.418, -3.226, 3.972], [1.577, -5.506, 0.169], [1.530, -6.952, 0.715], [0.530, -5.405, -0.964], [2.959, -5.233, -0.464], [-1.706, -3.314, 3.617], [-0.992, -2.384, 2.311], [-0.074, -2.762, 3.886], [-1.062, -5.653, 4.133], [0.141, -6.545, 3.168], [0.665, -5.270, 4.305], [-1.585, -4.319, 0.666], [-1.292, -6.016, 1.189], [-2.392, -4.977, 2.101], [3.823, -5.867, 2.172], [4.176, -5.172, 3.753], [2.641, -6.016, 3.511], [3.344, -2.227, 1.393], [4.547, -2.774, 2.593], [4.299, -3.694, 1.103], [2.485, -2.103, 3.935], [1.510, -3.581, 4.476], [3.232, -3.465, 4.674], [0.532, -7.231, 1.080], [1.779, -7.633, -0.112], [2.257, -7.133, 1.516], [0.473, -4.405, -1.408], [0.853, -6.100, -1.754], [-0.469, -5.718, -0.648], [3.043, -4.210, -0.858], [3.794, -5.437, 0.216], [3.066, -5.919, -1.317]], "lowdin_charge": [-0.453, 0.228, -0.034, 0.058, -0.073, 1.222, 0.757, -0.181, -0.268, 0.071, 0.073, -0.054, 0.019, 0.046, 0.034, -0.200, 0.067, 0.073, 0.077, 0.699, -0.280, -0.283, 0.040, 0.067, 0.035, -0.302, -0.043, 0.065, 0.061, 0.043, 0.062, 0.037, -0.455, 0.124, -0.130, -0.612, -0.062, -0.067, 1.117, -0.182, -0.611, -0.067, -0.077, -0.104, -0.623, -0.064, -0.057, -0.063, 0.124, 0.031, 0.050, 0.111, 0.092, 0.071, 0.078, 0.085, 0.111, 0.079, 0.107, 0.087, 0.035, 0.113, 0.083, 0.057, 0.064, 0.119, 0.076, 0.108, 0.072, 0.069, 0.111, 0.067, 0.092, 0.069, 0.110]}

---

{"formula": "C20H48N10O2P2", "method": "ωB97M-V/def2-TZVPD", "largest_force_ev_per_a": 3.688, "de_lowest_kj_mol": 303.17, "lumo_ha": 0.0120, "gap_ha": 0.323, "e_tot_ha": -2171.54714, "homo_energy_ev": -8.459, "symbols": ["C", "N", "C", "P", "O", "N", "C", "C", "N", "C", "C", "H", "H", "H", "H", "H", "H", "H", "H", "H", "H", "H", "H", "H", "H", "H", "H", "H", "H", "C", "N", "C", "P", "O", "N", "C", "C", "N", "C", "C", "H", "H", "H", "H", "H", "H", "H", "H", "H", "H", "H", "H", "H", "H", "H", "H", "H", "H", "C", "C", "N", "H", "H", "H", "C", "C", "N", "H", "H", "H", "C", "C", "N", "H", "H", "H", "C", "C", "N", "H", "H", "H"], "xyz": [[1.856, -8.218, -5.392], [1.052, -8.420, -4.156], [1.789, -8.823, -2.969], [-0.391, -7.541, -3.928], [-1.400, -8.179, -3.006], [0.050, -5.879, -3.417], [-0.475, -5.419, -2.133], [1.141, -5.075, -3.858], [-1.014, -7.281, -5.474], [-0.698, -6.140, -6.279], [-1.748, -8.418, -6.185], [2.156, -7.222, -5.715], [1.317, -8.648, -6.236], [2.812, -8.743, -5.380], [2.414, -9.699, -3.139], [1.027, -8.994, -2.208], [2.331, -7.927, -2.667], [0.175, -5.749, -1.323], [-0.627, -4.340, -2.143], [-1.504, -5.733, -1.954], [1.585, -5.484, -4.766], [0.854, -4.077, -4.189], [1.974, -5.053, -3.156], [-0.621, -5.200, -5.732], [0.295, -6.244, -6.715], [-1.364, -6.175, -7.141], [-2.536, -8.042, -6.837], [-2.213, -9.080, -5.454], [-0.970, -8.971, -6.712], [-1.559, 4.035, 6.069], [-2.619, 5.040, 6.087], [-3.452, 4.904, 7.259], [-3.266, 5.699, 4.666], [-4.700, 6.097, 4.863], [-2.140, 7.026, 4.406], [-0.772, 6.912, 4.857], [-2.525, 8.097, 3.507], [-3.051, 4.524, 3.396], [-2.676, 4.861, 2.020], [-3.793, 3.268, 3.493], [-1.929, 3.070, 5.723], [-1.144, 3.982, 7.075], [-0.794, 4.222, 5.314], [-4.114, 4.040, 7.203], [-3.971, 5.848, 7.425], [-2.824, 4.663, 8.117], [-0.603, 6.712, 5.914], [-0.313, 6.161, 4.214], [-0.290, 7.854, 4.593], [-2.216, 7.930, 2.475], [-3.613, 8.131, 3.453], [-2.231, 9.074, 3.889], [-3.206, 5.696, 1.561], [-1.686, 5.276, 2.208], [-2.235, 4.076, 1.406], [-3.900, 2.839, 2.496], [-4.724, 3.586, 3.962], [-3.251, 2.594, 4.156], [1.732, 2.541, 0.377], [0.808, 1.402, 0.589], [0.144, 0.468, 0.753], [1.257, 3.205, -0.346], [2.647, 2.071, 0.018], [1.908, 3.085, 1.305], [0.496, -2.198, 5.624], [1.890, -2.042, 6.122], [2.954, -1.957, 6.504], [0.054, -3.064, 6.117], [0.651, -2.421, 4.569], [-0.010, -1.248, 5.794], [4.873, 8.528, -0.067], [3.491, 8.070, -0.167], [2.382, 7.771, -0.271], [5.442, 8.192, -0.934], [5.423, 8.118, 0.780], [4.906, 9.614, -0.148], [4.275, -0.399, -7.172], [3.971, -0.035, -5.726], [3.739, 0.176, -4.600], [3.602, -0.015, -7.939], [4.512, -1.453, -7.316], [5.187, 0.151, -7.407]], "lowdin_charge": [-0.111, -0.305, -0.113, 0.629, -0.311, -0.303, -0.128, -0.165, -0.306, -0.137, -0.059, 0.052, 0.065, 0.080, 0.085, 0.075, 0.076, 0.080, 0.080, 0.073, 0.049, 0.085, 0.084, 0.070, 0.059, 0.082, 0.077, 0.072, 0.065, -0.124, -0.316, -0.121, 0.639, -0.313, -0.308, -0.128, -0.132, -0.313, -0.119, -0.104, 0.060, 0.084, 0.065, 0.083, 0.084, 0.074, 0.078, 0.066, 0.081, 0.070, 0.072, 0.083, 0.081, 0.055, 0.086, 0.084, 0.073, 0.058, -0.066, -0.285, 0.111, 0.080, 0.082, 0.078, -0.059, -0.296, 0.116, 0.080, 0.080, 0.078, -0.079, -0.284, 0.120, 0.079, 0.082, 0.083, -0.071, -0.248, 0.104, 0.074, 0.074, 0.068]}